# 1
The following is a quantum chemistry calculation of C7H17N2OSi as an isolated structure, from the Open Molecules 2025 dataset.

Cartesian coordinates (Å):
C: -0.50 -1.57 0.16
C: 0.10 1.19 -0.95
C: -0.71 -3.09 0.42
C: -2.56 0.88 -1.13
C: -1.64 1.15 1.08
C: 2.09 1.06 1.55
C: 3.04 -0.34 -1.11
N: -1.53 -0.85 -0.02
N: -1.50 0.48 -0.22
O: 0.82 -1.37 0.30
Si: 1.51 0.14 -0.03
H: -0.04 1.03 -2.04
H: 0.07 2.31 -0.87
H: 0.13 -3.60 0.92
H: -0.68 -3.50 -0.61
H: -1.62 -3.11 0.92
H: -3.50 0.49 -0.77
H: -2.57 2.04 -1.08
H: -2.36 0.59 -2.12
H: -2.66 1.16 1.33
H: -1.16 0.43 1.83
H: -1.32 2.15 0.91
H: 1.53 0.86 2.43
H: 3.14 0.71 1.60
H: 2.02 2.12 1.58
H: 3.43 -1.23 -0.82
H: 2.62 -0.51 -2.12
H: 3.85 0.40 -1.12

## Properties
charge: +1
E_HOMO: -14.28 eV
lowest unoccupied orbital energy: -3.65 eV

***

# 2
The following is a quantum chemistry calculation of a 2-piece molecular cluster, C7H17N3O3 overall, from the Open Molecules 2025 dataset.

Cartesian coordinates (Å):
C: -2.08 -2.64 -1.77
C: -0.04 1.52 1.10
C: 1.58 -1.45 0.22
C: -0.39 -1.05 -1.08
C: 0.47 2.74 0.90
C: 0.04 3.80 -0.05
C: 1.38 -2.68 0.95
N: -1.15 -2.21 -0.95
N: -2.26 -2.18 -3.02
N: 1.62 3.21 1.66
O: 0.81 -0.83 -0.62
O: -1.10 0.93 0.49
O: -0.02 -2.82 1.31
H: -2.56 -3.53 -1.43
H: 0.47 0.88 1.93
H: 2.51 -1.00 0.30
H: -0.69 -0.40 -1.91
H: -1.09 3.67 -0.17
H: 0.45 3.55 -1.09
H: 0.32 4.77 0.29
H: 1.95 -2.52 1.95
H: 1.63 -3.62 0.31
H: -1.04 -2.64 -0.04
H: -2.93 -2.49 -3.70
H: -2.00 -1.17 -3.21
H: 1.46 2.90 2.59
H: 1.79 4.17 1.53
H: 2.48 2.89 1.36
H: -1.63 1.66 0.14
H: 0.04 -3.45 2.02

## Properties
charge: +2
E_HOMO (alpha / beta): -13.74 / -13.83 eV
lowest unoccupied orbital energy (alpha / beta): -6.06 / -6.36 eV

***

# 3
The following is a quantum chemistry calculation of C7H17NO as an isolated structure, from the Open Molecules 2025 dataset.

Cartesian coordinates (Å):
C: 0.21 -0.17 0.39
C: -0.55 0.09 -0.82
C: 0.83 -0.05 -2.03
C: -2.14 -1.02 1.74
C: 0.67 -1.58 0.66
C: 1.18 0.89 0.86
C: 1.01 1.29 -2.70
N: -1.50 0.19 1.28
O: -1.15 0.90 2.51
H: -1.54 1.77 2.36
H: -1.23 -0.69 -1.13
H: -0.91 1.11 -0.95
H: 0.46 -0.81 -2.73
H: 1.77 -0.43 -1.62
H: -3.08 -0.80 2.27
H: -2.38 -1.66 0.88
H: -1.52 -1.60 2.44
H: 0.99 1.87 0.43
H: 0.66 -1.77 1.74
H: 0.05 -2.33 0.16
H: 1.70 -1.74 0.32
H: 2.22 0.61 0.66
H: 1.07 1.01 1.94
H: 0.08 1.64 -3.16
H: 1.76 1.25 -3.50
H: 1.33 2.06 -1.99

## Properties
charge: 0
E_HOMO: -8.16 eV
lowest unoccupied orbital energy: 0.90 eV

***

# 4
The following is a quantum chemistry calculation of a 2-piece molecular cluster, C7H17NO overall, from the Open Molecules 2025 dataset.

Cartesian coordinates (Å):
C: -1.67 -2.21 1.69
C: -0.28 -2.19 2.38
H: -1.67 -1.47 0.94
H: -1.89 -3.04 1.17
H: -2.42 -1.80 2.40
H: 0.05 -3.00 2.98
H: -0.50 -1.58 3.33
H: 0.52 -1.55 1.90
C: 0.72 2.09 0.03
C: 0.40 1.73 1.51
C: 1.36 1.38 -2.26
C: 0.25 -1.33 -1.53
C: -0.25 -0.04 -0.93
O: -1.36 -0.02 -0.45
N: 0.69 1.01 -0.93
H: 0.11 2.84 -0.42
H: 1.78 2.42 0.06
H: 0.34 0.78 1.74
H: -0.48 2.11 1.94
H: 2.51 1.48 -2.08
H: 0.49 -1.34 -2.60
H: 1.26 1.99 2.01
H: 1.39 0.68 -3.13
H: 0.73 1.99 -2.87
H: 1.11 -1.75 -0.84
H: -0.42 -2.23 -1.81

## Properties
charge: 0
E_HOMO: -9.07 eV
structure (SMILES): CCN(C)C(C)=O.CC
lowest unoccupied orbital energy: 0.78 eV

***

# 5
The following is a quantum chemistry calculation of a 2-piece molecular cluster, C7H17NO overall, from the Open Molecules 2025 dataset.

Cartesian coordinates (Å):
C: -0.64 0.77 1.08
C: 0.37 -1.29 -0.86
C: 0.85 1.00 -1.30
C: -2.04 0.52 0.59
C: -0.20 -0.15 2.20
C: -0.51 -2.47 -1.07
C: 2.30 1.06 -0.87
N: 0.37 -0.26 -1.71
O: -0.60 2.14 1.53
H: 0.28 2.33 1.86
H: -0.41 -0.23 -2.35
H: 1.17 -1.34 -0.15
H: 0.60 1.76 -2.03
H: 0.18 1.04 -0.17
H: -2.20 -0.54 0.40
H: 0.86 -0.01 2.45
H: -2.24 1.07 -0.34
H: -2.78 0.86 1.33
H: -0.78 0.05 3.12
H: -0.34 -1.19 1.93
H: -1.43 -2.20 -1.61
H: -0.02 -3.27 -1.64
H: -0.81 -2.90 -0.11
H: 2.47 0.49 0.05
H: 2.58 2.09 -0.67
H: 2.98 0.67 -1.63

## Properties
charge: 0
E_HOMO (alpha / beta): -6.04 / -6.36 eV
lowest unoccupied orbital energy (alpha / beta): 0.72 / 0.91 eV

***

# 6
The following is a quantum chemistry calculation of a 2-piece molecular cluster, C7H17NO3P overall, from the Open Molecules 2025 dataset.

Cartesian coordinates (Å):
C: -2.04 -0.57 2.27
C: 1.64 0.54 2.22
C: 0.05 0.18 -3.26
C: -1.28 -0.48 0.98
C: 1.19 -0.93 2.01
C: -0.08 0.97 -1.98
C: 0.08 -1.08 0.93
N: 1.03 0.67 -1.14
O: 1.64 -2.53 -0.88
O: 0.25 -3.83 0.83
O: -0.93 -2.61 -1.06
P: 0.36 -2.63 -0.05
H: -1.66 0.04 3.04
H: -2.42 -1.49 2.54
H: -3.07 -0.08 2.00
H: 2.64 0.60 2.54
H: 1.67 0.97 1.30
H: 1.02 0.98 2.97
H: -0.59 -0.75 -3.38
H: 0.01 0.66 -4.31
H: 0.97 -0.38 -3.37
H: -1.08 0.54 0.66
H: -1.76 -0.98 0.19
H: 2.04 -1.35 1.60
H: 0.87 -1.52 2.93
H: -1.07 0.87 -1.43
H: -0.12 2.00 -2.18
H: -1.43 -3.30 -0.65
H: 1.46 -0.16 -1.48

## Properties
charge: -1
E_HOMO (alpha / beta): -4.98 / -3.65 eV
lowest unoccupied orbital energy (alpha / beta): 3.45 / 3.33 eV

***

# 7
The following is a quantum chemistry calculation of one molecule with the formula C7H17NOSi, from the Open Molecules 2025 dataset.

Cartesian coordinates (Å):
C: -0.98 -1.35 -0.20
C: 1.70 -1.19 1.42
C: 1.85 -2.09 -0.79
C: -1.70 0.97 2.08
C: -1.39 2.23 -0.74
C: 0.07 -0.27 -0.27
C: 1.49 -0.83 -0.04
N: -1.26 -1.83 -1.48
O: -1.50 -1.84 0.76
Si: -0.55 1.33 0.70
H: 1.17 -2.05 1.63
H: 1.36 -0.37 2.13
H: 2.70 -1.22 1.71
H: 1.25 -2.88 -0.41
H: 1.57 -1.99 -1.84
H: 2.99 -2.20 -0.79
H: -1.16 0.05 2.54
H: -1.65 1.76 2.83
H: -2.67 0.75 1.73
H: -2.50 2.43 -0.64
H: -0.84 3.17 -0.87
H: -1.27 1.52 -1.59
H: 0.02 0.19 -1.32
H: 2.14 0.04 -0.18
H: -1.13 -1.37 -2.38
H: -2.11 -2.51 -1.44
H: 0.75 1.84 1.16

## Properties
charge: 0
E_HOMO: -9.59 eV
structure (SMILES): CC(C)[C@@H](C(N)=O)[SiH](C)C
lowest unoccupied orbital energy: 0.82 eV

***

# 8
The following is a quantum chemistry calculation of one molecule with the formula C7H17P, from the Open Molecules 2025 dataset.

Cartesian coordinates (Å):
C: 1.09 0.13 1.99
C: 2.39 -0.49 -0.95
C: -0.77 -2.00 0.92
C: -2.12 -0.50 -0.77
C: -0.79 2.35 -0.17
C: 1.28 0.47 -1.09
C: -1.17 -0.64 0.37
P: 0.29 0.48 0.50
H: 2.19 0.56 1.84
H: 0.62 0.67 2.82
H: 3.14 -0.33 -1.82
H: 3.14 -0.41 -0.10
H: 2.18 -1.54 -1.02
H: -0.46 -2.68 0.26
H: -0.01 -1.96 1.68
H: -1.63 -2.43 1.47
H: -2.88 -1.37 -0.89
H: -1.57 -0.46 -1.70
H: -2.73 0.41 -0.83
H: -1.24 2.25 -1.14
H: -1.52 2.53 0.66
H: -0.08 3.27 -0.13
H: 0.80 0.30 -2.06
H: 1.58 1.49 -1.06
H: -1.74 -0.09 1.25

## Properties
charge: 0
E_HOMO: -7.61 eV
structure (SMILES): C=[P@@](C)(CC)C(C)C
lowest unoccupied orbital energy: 0.85 eV

***

# 9
The following is a quantum chemistry calculation of C7H18BaF3N2O15S as an isolated structure, from the Open Molecules 2025 dataset.

Cartesian coordinates (Å):
Ba: 0.50 0.54 0.05
N: 3.02 -2.40 0.21
O: 2.82 -2.71 1.35
O: 3.95 -2.87 -0.48
O: 2.23 -1.65 -0.26
N: 1.15 4.37 -0.42
O: 1.91 5.15 0.09
O: 0.42 4.91 -1.28
O: 1.22 3.16 -0.13
C: -2.45 -3.17 2.54
F: -3.32 -4.14 2.30
F: -3.08 -2.05 2.58
F: -1.87 -3.41 3.70
S: -1.00 -2.94 1.29
O: -0.60 -1.52 1.25
O: 0.02 -3.96 1.61
O: -1.66 -3.13 0.02
C: -1.90 -1.25 -2.94
C: -3.31 -0.61 -3.06
O: -3.24 0.72 -3.47
O: -1.29 -0.92 -1.68
H: -1.32 -0.90 -3.80
H: -2.07 -2.31 -3.09
H: -3.88 -0.74 -2.14
H: -3.99 -0.95 -3.85
H: -3.20 1.30 -2.71
H: -1.34 -1.58 -0.99
C: 1.51 0.55 -3.31
C: 0.59 1.72 -3.53
O: -0.51 1.77 -2.54
O: 2.19 0.72 -2.04
H: 2.12 0.39 -4.20
H: 0.87 -0.33 -3.26
H: 0.19 1.66 -4.55
H: 1.24 2.60 -3.58
H: -0.93 2.62 -2.63
H: 2.94 0.13 -1.91
C: 0.99 0.32 3.92
C: 1.73 1.19 5.01
O: 0.86 2.36 5.38
O: 0.69 1.21 2.81
H: 0.08 -0.24 4.15
H: 1.60 -0.48 3.51
H: 2.69 1.51 4.62
H: 1.92 0.78 6.00
H: 1.28 2.72 6.17
H: 0.21 1.88 3.30

## Properties
charge: 0
E_HOMO (alpha / beta): -8.13 / -8.13 eV
2S+1: 2
lowest unoccupied orbital energy (alpha / beta): -1.45 / -5.70 eV

***

# 10
The following is a quantum chemistry calculation of C7H18CuO9 as an isolated structure, from the Open Molecules 2025 dataset.

Cartesian coordinates (Å):
Cu: -0.12 -0.87 -0.24
C: 2.58 -0.19 -0.48
O: 1.82 0.21 -1.36
O: 3.72 -0.58 -0.68
O: 2.05 -0.60 0.53
C: -2.18 0.40 1.09
C: -2.76 0.44 -0.28
O: -1.81 0.54 -1.31
O: -1.71 -0.83 1.39
H: -2.87 0.72 1.87
H: -1.20 0.88 1.06
H: -3.55 1.19 -0.35
H: -3.13 -0.55 -0.53
H: -2.23 0.95 -2.07
H: -2.31 -1.32 1.95
C: 0.88 3.50 -0.20
C: 0.64 4.92 -0.72
O: 1.19 5.13 -1.98
O: 0.23 2.57 -1.07
H: 0.58 3.31 0.83
H: 1.94 3.28 -0.17
H: 1.09 5.69 -0.09
H: -0.44 5.04 -0.78
H: 0.83 4.42 -2.52
H: 0.75 1.76 -1.06
C: 0.92 -3.79 1.59
C: -0.07 -4.10 0.53
O: 0.04 -3.33 -0.68
O: 2.14 -4.36 1.39
H: 0.48 -4.16 2.52
H: 1.11 -2.72 1.54
H: -1.06 -3.91 0.94
H: 0.00 -5.14 0.21
H: 0.25 -4.04 -1.28
H: 2.21 -4.47 0.44

## Properties
charge: -1
E_HOMO: -1.88 eV
lowest unoccupied orbital energy: 2.21 eV

***

# 11
The following is a quantum chemistry calculation of C7H18Mn2N7O18 as an isolated structure, from the Open Molecules 2025 dataset.

Cartesian coordinates (Å):
Mn: -11.05 -12.25 -1.69
Mn: -7.90 -14.10 -2.24
N: -10.48 -15.40 -1.74
O: -9.38 -15.58 -2.32
O: -11.21 -14.39 -1.98
O: -10.96 -16.37 -1.18
C: -8.85 -12.51 -0.60
O: -7.70 -12.86 -0.22
O: -9.75 -11.88 0.04
O: -8.94 -12.39 -2.18
C: -14.36 -10.58 0.74
N: -13.48 -11.46 0.04
O: -12.76 -10.95 -0.88
O: -13.49 -12.63 0.30
H: -13.88 -9.58 0.77
H: -14.46 -11.06 1.68
H: -15.29 -10.65 0.14
C: -9.46 -15.47 1.80
N: -7.97 -15.56 1.72
O: -7.47 -15.89 0.62
O: -7.33 -15.39 2.72
H: -9.64 -15.35 2.85
H: -9.82 -16.42 1.40
H: -9.83 -14.69 1.20
C: -5.53 -15.25 -5.49
N: -6.13 -14.32 -4.46
O: -6.36 -13.19 -4.71
O: -6.29 -14.82 -3.31
H: -5.01 -14.58 -6.15
H: -6.45 -15.74 -5.87
H: -4.92 -15.98 -4.96
C: -4.89 -11.01 0.24
N: -5.46 -11.61 -1.02
O: -6.30 -10.94 -1.57
O: -5.03 -12.66 -1.41
H: -4.42 -11.82 0.72
H: -5.70 -10.52 0.77
H: -4.32 -10.17 -0.08
C: -9.15 -9.23 0.46
N: -10.61 -8.96 0.08
O: -11.48 -9.11 0.92
O: -10.77 -8.52 -1.06
H: -9.05 -8.98 1.54
H: -8.50 -8.64 -0.16
H: -8.90 -10.27 0.32
C: -13.61 -13.06 -5.39
N: -12.82 -12.04 -4.60
O: -12.30 -12.50 -3.59
O: -12.81 -10.91 -5.02
H: -12.99 -13.95 -5.40
H: -13.71 -12.69 -6.42
H: -14.57 -13.25 -4.96

## Properties
charge: +1
E_HOMO (alpha / beta): -12.53 / -13.09 eV
2S+1: 11
lowest unoccupied orbital energy (alpha / beta): -3.84 / -3.91 eV

***

# 12
The following is a quantum chemistry calculation of a 2-piece molecular cluster, C7H18N2 overall, from the Open Molecules 2025 dataset.

Cartesian coordinates (Å):
C: 1.42 -1.31 1.11
C: -0.54 -1.85 -0.19
C: 0.67 2.09 0.37
C: 0.09 1.46 -0.99
C: 2.41 -1.48 0.01
C: -2.02 -1.94 -0.19
C: -1.33 1.93 -1.26
N: 0.13 -1.59 0.93
N: -0.04 1.76 1.59
H: -0.45 -1.51 1.76
H: 1.75 -1.18 2.12
H: 0.00 -1.98 -1.10
H: 0.09 0.78 1.81
H: -1.03 1.95 1.49
H: 1.72 1.82 0.50
H: 0.61 3.17 0.23
H: 0.14 0.37 -1.00
H: 0.75 1.81 -1.79
H: 2.40 -2.50 -0.39
H: 2.18 -0.80 -0.83
H: 3.41 -1.26 0.37
H: -2.37 -2.90 -0.57
H: -2.42 -1.82 0.82
H: -2.47 -1.17 -0.82
H: -1.38 3.02 -1.29
H: -1.69 1.54 -2.22
H: -2.02 1.57 -0.50

## Properties
charge: 0
E_HOMO: -6.40 eV
lowest unoccupied orbital energy: 0.95 eV

***

# 13
The following is a quantum chemistry calculation of a 2-piece molecular cluster, C7H18N2O overall, from the Open Molecules 2025 dataset.

Cartesian coordinates (Å):
C: -1.59 -0.69 -0.05
C: -2.39 0.56 -0.22
C: -1.15 -1.39 -1.29
N: -0.08 -1.07 1.47
H: -2.08 -1.36 0.64
H: -0.32 -0.65 2.37
H: 0.20 -2.03 1.66
H: -2.06 -1.79 -1.77
H: -2.00 1.21 -1.00
H: -2.47 1.12 0.71
H: -3.40 0.25 -0.50
H: -0.66 -0.73 -2.00
H: -0.51 -2.24 -1.07
C: 1.19 1.21 -1.16
C: 0.20 1.94 0.89
C: 2.07 -1.25 0.02
N: 0.51 0.79 0.06
C: 1.27 -0.30 0.94
O: 1.92 0.17 1.92
H: -0.28 2.73 0.31
H: 1.26 0.38 -1.87
H: 2.20 1.57 -0.95
H: 0.63 2.02 -1.64
H: 1.11 2.33 1.37
H: -0.46 1.66 1.71
H: 2.95 -0.72 -0.36
H: 1.52 -1.66 -0.82
H: 2.44 -2.06 0.65

## Properties
charge: 0
E_HOMO (alpha / beta): -7.49 / -7.49 eV
lowest unoccupied orbital energy (alpha / beta): -0.12 / -0.12 eV

***

# 14
The following is a quantum chemistry calculation of a 2-piece molecular cluster, C7H18N4P overall, from the Open Molecules 2025 dataset.

Cartesian coordinates (Å):
C: -4.63 0.17 0.74
C: 2.54 0.76 0.48
C: 1.47 0.68 2.67
C: -1.33 0.88 -1.76
C: -0.33 2.30 0.11
C: -0.05 -2.89 0.18
C: 1.03 -1.58 -1.53
N: -3.53 -0.18 0.92
N: 1.47 0.42 1.41
N: -0.44 0.99 -0.48
N: 0.14 -1.59 -0.30
P: -0.29 -0.25 0.57
H: 2.47 1.87 0.19
H: 3.59 0.71 0.72
H: 2.31 0.18 -0.44
H: -5.52 0.62 0.44
H: 2.38 0.84 3.23
H: 0.66 0.34 3.25
H: -0.86 1.52 -2.48
H: -1.29 -0.16 -1.96
H: -2.41 1.07 -1.68
H: -0.01 2.30 1.14
H: 0.29 2.87 -0.56
H: -1.31 2.70 0.02
H: 0.90 -3.41 0.30
H: -0.41 -3.12 1.13
H: -0.57 -3.35 -0.64
H: 1.89 -2.08 -1.36
H: 0.61 -2.02 -2.46
H: 1.26 -0.59 -1.83

## Properties
charge: +1
E_HOMO: -11.96 eV
lowest unoccupied orbital energy: -3.70 eV

***

# 15
The following is a quantum chemistry calculation of a 2-piece molecular cluster, C7H18NO overall, from the Open Molecules 2025 dataset.

Cartesian coordinates (Å):
C: -1.12 2.26 -0.36
C: -0.70 1.02 0.38
C: 0.71 1.09 0.96
C: 1.79 0.24 0.22
C: 1.00 -2.03 -2.85
C: 1.33 -1.52 -1.49
C: 1.42 -0.24 -1.16
N: -1.69 0.79 1.52
H: -0.47 2.38 -1.23
H: -0.97 3.18 0.22
H: -2.14 2.23 -0.75
H: -0.81 0.16 -0.27
H: 1.04 2.13 1.00
H: 0.71 0.77 2.01
H: 2.08 -0.62 0.83
H: 2.69 0.85 0.11
H: 0.03 -2.54 -2.84
H: 0.96 -1.24 -3.60
H: 1.73 -2.76 -3.19
H: 1.55 -2.27 -0.74
H: 1.28 0.55 -1.89
H: -2.64 0.88 1.19
H: -1.58 -0.17 1.92
H: -1.52 1.48 2.26
H: -2.30 -2.35 2.84
H: -0.79 -2.39 2.50
O: -1.59 -1.87 2.39

## Properties
charge: +1
E_HOMO: -12.38 eV
lowest unoccupied orbital energy: -3.03 eV

***

# 16
The following is a quantum chemistry calculation of a 6-piece molecular cluster, C7H18O5 overall, from the Open Molecules 2025 dataset.

Cartesian coordinates (Å):
C: 1.67 -0.42 -1.30
C: -0.72 0.34 -1.10
C: 0.38 -0.32 -0.56
C: 0.26 -0.91 0.71
C: -0.92 -0.75 1.44
C: -2.01 -0.10 0.89
C: -1.91 0.46 -0.39
H: 2.30 -1.22 -0.91
H: 2.22 0.53 -1.22
H: 1.56 -0.63 -2.36
H: -0.65 0.75 -2.10
H: 1.08 -1.51 1.09
H: -1.01 -1.18 2.43
H: -2.94 -0.06 1.44
H: -2.77 0.98 -0.79
H: -0.92 -2.50 -2.07
H: -1.79 -2.43 -0.80
O: -1.30 -3.05 -1.37
H: 0.14 2.76 1.49
H: -1.21 2.42 0.84
O: -0.60 3.15 0.96
H: 1.61 1.03 1.45
H: 2.16 2.42 1.01
O: 1.73 1.95 1.73
H: 1.23 3.21 -1.79
H: 0.66 3.21 -0.32
O: 1.46 3.06 -0.88
H: 0.71 -4.64 0.38
H: 0.08 -3.53 -0.43
O: 0.87 -3.72 0.12

## Properties
charge: 0
E_HOMO: -9.62 eV
structure (SMILES): Cc1ccccc1.O.O.O.O.O
lowest unoccupied orbital energy: 0.46 eV

***

F_max
In order: 4.7, 3.7, 6.1, 5.6, 0.4, 4.8, 3.7, 4.9, 3.9, 9.1, 4.5, 1.6, 1.9, 4.3, 0.7, 0.9
Unit: eV/Å